[1]
{"formula": "H2O4S3", "method": "ωB97M-V with the def2-TZVPD basis set", "elements": ["O", "O", "O", "O", "S", "S", "S", "H", "H"], "coordinates": [[-1.082980, 0.200340, 0.745229], [-1.673437, -1.456384, -1.014534], [0.205954, 0.720174, -1.560606], [0.499782, -1.686686, 0.072780], [0.669434, 1.907365, -0.709705], [1.651186, -1.017065, 1.070993], [-0.725544, -0.645981, -0.361178], [-0.436490, 2.583598, -0.371608], [0.892095, -0.605359, 2.128629]], "forces_ev_per_a": [[0.3035, -0.6621, -0.4273], [-0.2790, -0.2439, -0.7955], [-2.3171, -3.5709, 0.0950], [-1.5723, 1.0166, -0.2022], [1.7964, 2.2740, 1.3794], [0.8712, 0.2043, 0.6340], [1.7284, 1.3103, 0.1698], [-0.5326, 0.0128, -0.3368], [0.0014, -0.3412, -0.5166]], "relative_energy_ev": 1.4254, "charge": 0, "gap_ev": [7.66, 7.67]}

=====

[2]
{"formula": "H2O5P2", "method": "ωB97M-V with the def2-TZVPD basis set", "elements": ["O", "O", "O", "O", "O", "P", "P", "H", "H"], "coordinates": [[0.508850, 0.574182, 0.834773], [-3.610553, -0.687818, -0.303822], [-1.355405, -1.274506, 0.606273], [-2.006784, -0.560173, -3.594936], [0.044894, -1.424563, -2.431744], [-1.460814, -1.380971, -2.435235], [-2.195172, -0.495456, -0.360769], [-0.185643, -0.081926, 0.739498], [0.862970, 0.824815, 0.008401]], "forces_ev_per_a": [[1.1329, 1.2755, 2.2435], [-5.0706, -0.5063, 0.3725], [0.5343, -0.4102, 1.0590], [-0.3876, -0.4079, 0.3730], [0.2786, -0.3427, 0.3274], [0.8202, 0.3019, -2.5041], [3.2618, 1.3065, 0.1060], [-0.6866, -1.1488, -0.4762], [0.1170, -0.0681, -1.5012]], "relative_energy_ev": 2.8930, "charge": -2, "gap_ev": 6.02}

=====

[3]
{"formula": "H2O5PSi", "method": "ωB97M-V with the def2-TZVPD basis set", "elements": ["O", "O", "O", "O", "O", "Si", "P", "H", "H"], "coordinates": [[-1.370834, -1.209285, 1.044967], [-2.187806, 1.092242, 0.010128], [0.527545, -1.296077, -0.876179], [-1.724393, 0.431326, -1.135558], [0.227105, 0.748351, 0.588799], [1.427017, -0.233289, -0.173185], [-1.034387, -0.033434, 0.253910], [2.066626, -0.433115, 1.115549], [2.069124, 0.933279, -0.828428]], "forces_ev_per_a": [[-0.6550, -0.0710, 0.4173], [-1.5947, 2.0518, 3.6578], [0.1414, 0.2243, -0.3610], [1.7626, -2.3933, -3.0873], [0.4157, 0.9904, 0.2085], [-0.1154, 1.2297, 0.5831], [-1.7294, -0.7949, -1.0554], [1.1569, -0.8222, 0.2060], [0.6181, -0.4147, -0.5690]], "relative_energy_ev": 1.4070, "charge": -1, "gap_ev": 9.55}

=====

[4]
{"formula": "H2OS5", "method": "ωB97M-V with the def2-TZVPD basis set", "elements": ["O", "S", "S", "S", "S", "S", "H", "H"], "coordinates": [[-0.959790, 2.704136, -0.287322], [0.843812, -1.494480, -0.029566], [2.029311, -1.498087, -1.715819], [-0.689724, -0.304130, -0.468609], [-0.996171, 1.340551, 2.200191], [-0.101791, 1.701940, 0.285489], [-1.718028, 2.397676, 1.789003], [1.050404, -2.250444, -2.126224]], "forces_ev_per_a": [[-0.8022, 0.8649, -0.9474], [0.3854, 0.4348, 1.0668], [0.3745, 0.3032, 0.3750], [-0.5747, 0.5525, -0.3815], [0.1455, 0.5097, -0.1928], [0.9738, -1.8256, 0.9346], [-0.2565, -0.0332, 0.5507], [-0.2459, -0.8062, -1.4054]], "relative_energy_ev": 0.1901, "charge": 0, "gap_ev": 8.92}

=====

[5]
{"formula": "H2P2S4", "method": "ωB97M-V with the def2-TZVPD basis set", "elements": ["P", "P", "S", "S", "S", "S", "H", "H"], "coordinates": [[-4.221394, 1.797493, -0.147658], [-3.232588, -1.183660, 0.130096], [-4.233732, -2.626108, -0.662885], [-4.794010, 0.379844, 1.226998], [-3.314475, 0.690559, -1.496545], [-0.312555, -0.001820, 0.904724], [-0.089707, 1.021100, 0.249478], [0.731225, -0.746808, 0.510395]], "forces_ev_per_a": [[-0.4599, -0.9045, 1.0326], [-1.3689, -0.2639, -0.6409], [0.4970, 0.6079, 0.4481], [0.5076, 0.6169, -0.7796], [0.3748, -0.2672, -0.1404], [-0.6277, -2.9886, 2.3545], [1.0391, 2.8318, -2.0888], [0.0380, 0.3677, -0.1857]], "relative_energy_ev": 1.3680, "charge": 0, "gap_ev": 6.78}

=====

[6]
{"formula": "H2P4S3", "method": "ωB97M-V with the def2-TZVPD basis set", "elements": ["P", "P", "P", "P", "S", "S", "S", "H", "H"], "coordinates": [[1.192132, -1.303321, 0.452241], [0.325519, 1.605779, -0.448051], [0.008339, -0.391087, -1.294575], [-2.838843, 0.607465, 0.531562], [1.878727, -3.085050, 0.033958], [-1.653169, 2.294063, 0.160553], [-1.917024, -1.041303, -0.516407], [2.189199, -0.305833, 0.251987], [0.815118, 1.619285, 0.828733]], "forces_ev_per_a": [[-0.3019, -0.3894, 1.1104], [-0.7009, 1.0373, -1.5385], [-0.3777, 0.1216, 0.1626], [1.8925, -1.0885, -1.6466], [0.1509, -0.0042, -0.2366], [-0.3578, -1.4526, 0.0312], [-0.9484, 2.3904, 1.3505], [0.3599, 0.2481, -0.4397], [0.2834, -0.8627, 1.2067]], "relative_energy_ev": 3.1017, "charge": 0, "gap_ev": [3.83, 3.84]}